[1]
The following is a DFT calculation (ωB97M-V/def2-TZVPD) of a cluster of 2 separate species, C19H22BO10 in total.

Last column: natural (NBO) charge in e.
CARTESIAN COORDINATES (ANGSTROEM)
1 C -7.899 -2.618 4.171  -0.6641
2 C -8.978 -3.582 3.666  0.5310
3 C -10.358 -3.150 4.180  -0.6276
4 O -9.026 -3.520 2.219  -0.5099
5 C -8.074 -4.245 1.555  0.7862
6 O -7.881 -4.146 0.356  -0.5759
7 C -7.258 -5.202 2.315  -0.3747
8 C -6.172 -5.713 1.702  0.0462
9 C -5.273 -6.766 2.163  -0.0307
10 C -4.783 -6.822 3.466  -0.1269
11 C -3.905 -7.812 3.845  -0.1860
12 C -3.494 -8.766 2.936  -0.1974
13 C -3.972 -8.725 1.643  -0.2363
14 C -4.845 -7.734 1.258  -0.1865
15 C -7.804 -5.680 3.595  0.7739
16 O -7.441 -6.745 4.056  -0.5617
17 O -8.734 -4.898 4.227  -0.5127
18 H -6.920 -2.931 3.816  0.2504
19 H -8.082 -1.607 3.812  0.2247
20 H -7.879 -2.601 5.258  0.2197
21 H -11.101 -3.861 3.824  0.2218
22 H -10.376 -3.157 5.268  0.2216
23 H -10.628 -2.158 3.824  0.2219
24 H -5.981 -5.335 0.709  0.2444
25 H -5.102 -6.069 4.167  0.2237
26 H -3.525 -7.829 4.853  0.2142
27 H -2.815 -9.549 3.237  0.2009
28 H -3.675 -9.479 0.934  0.2014
29 H -5.229 -7.710 0.252  0.2016
30 C -3.326 0.082 1.772  -0.7066
31 C -3.154 -1.290 2.325  0.8035
32 O -1.944 -1.852 2.158  -0.6739
33 B -1.789 -3.134 2.790  0.7779
34 H -2.782 -3.771 2.475  -0.1221
35 O -0.671 -3.880 2.279  -0.6797
36 C -0.845 -4.327 1.023  0.7980
37 C 0.339 -4.958 0.374  -0.7060
38 O -1.880 -4.227 0.405  -0.6159
39 O -1.800 -3.061 4.225  -0.6759
40 C -2.162 -4.199 4.841  0.8064
41 C -2.022 -4.218 6.323  -0.7065
42 O -2.558 -5.186 4.268  -0.6275
43 O -4.077 -1.820 2.899  -0.6315
44 H -2.514 0.321 1.085  0.2142
45 H -4.274 0.154 1.241  0.2226
46 H -3.329 0.820 2.573  0.2195
47 H 1.072 -5.254 1.124  0.2119
48 H 0.031 -5.836 -0.191  0.2215
49 H 0.811 -4.261 -0.316  0.2210
50 H -2.012 -3.202 6.715  0.2149
51 H -2.848 -4.765 6.772  0.2184
52 H -1.094 -4.709 6.610  0.2224

Computed properties:
* gap between HOMO and LUMO: 0.2430 Eh
* total charge: -1



[2]
The following is a DFT calculation (ωB97M-V/def2-TZVPD) of a structure of composition C6H12CdOP.

Last column: natural (NBO) charge in e.
CARTESIAN COORDINATES (ANGSTROEM)
1 C 0.875 0.731 -1.490  -1.1114
2 C 0.644 0.013 -2.598  -0.2735
3 C 0.315 -1.362 -2.659  -0.3921
4 C 0.222 -2.210 -1.517  -0.2930
5 C 0.408 -1.847 -0.244  -0.8242
6 Cd 0.665 0.110 0.455  1.3174
7 P 0.712 2.421 1.228  -0.0726
8 H 1.210 1.763 -1.589  0.1320
9 H 0.763 0.526 -3.570  0.1413
10 H 0.192 -1.818 -3.643  0.1637
11 H 0.373 -2.609 0.529  0.1367
12 H 0.037 -3.279 -1.730  0.1556
13 H -0.388 2.937 1.957  -0.0213
14 H 0.845 3.389 0.203  0.0191
15 H 1.788 2.756 2.074  -0.0241
16 C -1.353 -0.455 2.432  -0.2878
17 O -1.471 -0.189 1.024  -0.7559
18 H -0.721 -1.335 2.570  0.2095
19 H -2.366 -0.655 2.741  0.1625
20 H -0.915 0.412 2.943  0.1619
21 H -1.835 0.700 0.882  0.4562

Computed properties:
* ΔE to the lowest compared entry with this formula, charge and spin: 0.0 kcal/mol
* gap between HOMO and LUMO (spin up / spin down): 0.1503 / 0.1503 Eh
* total charge: -1



[3]
The following is a DFT calculation (ωB97M-V/def2-TZVPD) of a structure of composition C31H23FOPS3SbSe4Tc.

Last column: natural (NBO) charge in e.
CARTESIAN COORDINATES (ANGSTROEM)
1 Tc -1.236 -0.657 0.974  0.5956
2 C 0.231 4.622 -2.769  -0.1647
3 C -0.663 3.607 -3.090  -0.2074
4 C -1.045 2.692 -2.125  -0.2019
5 C -0.507 2.786 -0.836  -0.3298
6 C 0.415 3.781 -0.526  -0.2019
7 C 0.774 4.704 -1.495  -0.1960
8 P -1.092 1.626 0.405  0.9890
9 C 1.979 0.485 0.649  0.3463
10 C 2.432 1.004 1.850  -0.2644
11 C 3.296 2.088 1.834  -0.1916
12 C 3.710 2.631 0.626  -0.2066
13 C 3.250 2.097 -0.569  -0.1841
14 C 2.366 1.029 -0.565  -0.2854
15 C -2.846 1.593 0.223  -0.5194
16 C -3.823 2.508 -0.155  -0.1770
17 C -5.130 2.053 -0.203  -0.2113
18 C -5.430 0.726 0.103  -0.1329
19 C -4.443 -0.189 0.461  -0.2995
20 C -3.141 0.257 0.529  0.0865
21 H 0.497 5.358 -3.516  0.2323
22 H -1.069 3.531 -4.089  0.2330
23 H -1.760 1.914 -2.360  0.2255
24 H 0.832 3.843 0.472  0.2321
25 H 1.478 5.488 -1.251  0.2314
26 H 2.123 0.553 2.785  0.2404
27 H 3.651 2.500 2.770  0.2334
28 H 4.405 3.460 0.617  0.2307
29 H 3.565 2.520 -1.514  0.2302
30 H 2.017 0.603 -1.496  0.2348
31 H -3.564 3.534 -0.386  0.2299
32 H -5.924 2.734 -0.480  0.2309
33 H -6.459 0.390 0.082  0.2362
34 H -4.710 -1.210 0.700  0.2572
35 Se -3.351 1.372 3.629  -0.3041
36 Sb -4.793 -0.678 4.920  0.8414
37 Se -2.430 -2.044 4.261  -0.3135
38 Se -1.673 -0.119 3.327  0.3464
39 Se -6.341 -1.399 3.298  -0.6142
40 F -2.192 -2.184 0.993  -0.4517
41 O 1.069 -0.579 0.704  -0.5615
42 C 1.394 -1.908 0.135  0.1627
43 C 0.129 -2.187 -0.647  -0.2525
44 C -0.584 -1.268 -1.385  -0.2758
45 C -1.701 -1.851 -2.044  -0.2471
46 C -1.802 -3.182 -1.795  -0.3756
47 S -0.569 -3.755 -0.754  0.5666
48 C 2.615 -1.935 -0.737  -0.2692
49 C 2.684 -2.078 -2.092  -0.2149
50 C 4.018 -2.133 -2.569  -0.2605
51 C 4.932 -2.038 -1.568  -0.3805
52 S 4.197 -1.893 -0.032  0.5006
53 C 1.550 -2.880 1.285  -0.2590
54 C 1.968 -4.175 1.269  -0.2284
55 C 1.839 -4.804 2.536  -0.2324
56 C 1.335 -3.981 3.489  -0.3868
57 S 1.035 -2.416 2.863  0.4687
58 H -0.268 -0.244 -1.545  0.2407
59 H -2.382 -1.306 -2.680  0.2438
60 H -2.553 -3.866 -2.157  0.2602
61 H 1.824 -2.150 -2.743  0.2353
62 H 4.280 -2.253 -3.609  0.2406
63 H 6.008 -2.048 -1.641  0.2540
64 H 2.345 -4.673 0.386  0.2442
65 H 2.126 -5.829 2.724  0.2428
66 H 1.116 -4.178 4.526  0.2585

Computed properties:
* ΔE to the lowest compared entry with this formula, charge and spin: 62.0 kcal/mol
* gap between HOMO and LUMO (spin up / spin down): 0.1674 / 0.1674 Eh
* total charge: +1



[4]
The following is a DFT calculation (ωB97M-V/def2-TZVPD) of a structure of composition C2H2KLiO2.

Last column: Mulliken spin population.
CARTESIAN COORDINATES (ANGSTROEM)
1 H 0.285 -0.322 1.246  0.0225
2 O -0.167 -1.564 -0.449  0.2095
3 C -0.424 -0.600 0.334  0.3417
4 C -0.727 0.682 -0.183  0.1901
5 O 0.007 1.618 0.317  0.2123
6 Li 0.285 -3.266 -0.658  0.0044
7 K 2.488 2.618 -0.043  0.0034
8 H -1.749 0.834 -0.563  0.0161

Computed properties:
* ΔE to the lowest compared entry with this formula, charge and spin: 32.0 kcal/mol
* spin multiplicity: 2
* gap between HOMO and LUMO (spin up / spin down): 0.2322 / 0.3155 Eh
* total charge: +1



[5]
The following is a DFT calculation (ωB97M-V/def2-TZVPD) of a cluster of 10 separate species, C15H50O10 in total.

Last column: Löwdin charge in e.
CARTESIAN COORDINATES (ANGSTROEM)
1 C 5.236 -18.738 -5.327  -0.0804
2 C 5.034 -17.965 -6.603  -0.3288
3 O 6.260 -17.655 -7.249  -0.0684
4 H 4.282 -19.039 -4.885  0.0573
5 H 5.759 -18.142 -4.575  0.0750
6 H 5.808 -19.641 -5.536  0.0787
7 H 4.448 -17.050 -6.423  0.1016
8 H 4.448 -18.544 -7.317  0.0942
9 H 6.749 -17.022 -6.716  0.0819
10 C 2.380 -20.826 -11.013  -0.0652
11 C 2.949 -19.496 -10.561  -0.3292
12 O 4.104 -19.201 -11.332  -0.0677
13 H 1.822 -20.704 -11.942  0.0770
14 H 1.736 -21.252 -10.245  0.0495
15 H 3.182 -21.544 -11.193  0.0815
16 H 3.181 -19.527 -9.489  0.0915
17 H 2.188 -18.718 -10.716  0.0851
18 H 4.544 -18.448 -10.927  0.0769
19 C 2.236 -14.919 -10.399  -0.0819
20 C 1.517 -16.211 -10.045  -0.3454
21 O 0.632 -16.574 -11.080  -0.0681
22 H 2.878 -14.584 -9.580  0.0674
23 H 1.535 -14.145 -10.699  0.0735
24 H 2.922 -15.102 -11.234  0.0758
25 H 1.005 -16.051 -9.084  0.1019
26 H 2.246 -17.009 -9.858  0.0771
27 H -0.245 -16.762 -10.716  0.0378
28 C 2.168 -14.922 -5.294  -0.0815
29 C 0.774 -15.219 -4.762  -0.3227
30 O 0.772 -15.320 -3.343  -0.0805
31 H 2.929 -15.541 -4.819  0.0671
32 H 2.398 -13.869 -5.127  0.0786
33 H 2.189 -15.073 -6.377  0.0643
34 H 0.399 -16.166 -5.171  0.0781
35 H 0.093 -14.429 -5.070  0.1175
36 H 1.456 -15.954 -3.111  0.0769
37 C 1.328 -18.423 -7.221  -0.0612
38 C 1.287 -19.183 -5.922  -0.3018
39 O 1.553 -20.550 -6.178  -0.0866
40 H 2.264 -18.590 -7.743  0.0502
41 H 1.187 -17.359 -7.010  0.0575
42 H 0.462 -18.671 -7.838  0.0635
43 H 0.327 -19.056 -5.398  0.1040
44 H 2.028 -18.774 -5.214  0.1027
45 H 1.489 -21.057 -5.355  0.0524
46 C 3.817 -23.234 -5.834  -0.1593
47 O 4.856 -24.195 -5.891  -0.1143
48 H 3.074 -23.460 -5.059  0.0648
49 H 4.231 -22.237 -5.659  0.0715
50 H 3.277 -23.255 -6.778  0.0790
51 H 5.247 -24.315 -5.023  0.0706
52 C -2.217 -17.253 -3.876  -0.1453
53 O -2.852 -18.539 -3.827  -0.1319
54 H -1.128 -17.368 -3.834  0.0504
55 H -2.466 -16.779 -4.819  0.0791
56 H -2.534 -16.645 -3.027  0.0830
57 H -2.545 -19.003 -3.045  0.0629
58 C -2.355 -17.987 -9.166  -0.1160
59 O -2.061 -17.196 -10.328  -0.1253
60 H -1.469 -18.002 -8.536  0.0558
61 H -3.170 -17.547 -8.585  0.0827
62 H -2.612 -19.013 -9.435  0.0799
63 H -2.893 -17.053 -10.786  0.0892
64 C 0.159 -21.135 -3.217  -0.1348
65 O 1.385 -21.794 -3.556  -0.1335
66 H -0.255 -21.526 -2.285  0.0856
67 H 0.382 -20.082 -3.058  0.0769
68 H -0.582 -21.257 -4.010  0.0864
69 H 1.342 -22.704 -3.251  0.0869
70 C -0.544 -21.916 -8.496  -0.1738
71 O 0.786 -22.295 -8.234  -0.1414
72 H -0.625 -20.881 -8.852  0.0613
73 H -0.944 -22.564 -9.276  0.0791
74 H -1.187 -22.033 -7.612  0.0758
75 H 1.154 -21.631 -7.631  0.0273

Computed properties:
* ΔE to the lowest compared entry with this formula, charge and spin: 107.6 kcal/mol
* gap between HOMO and LUMO: 0.3603 Eh
* SMILES: CCO.CCO.CCO.CCO.CCO.CO.CO.CO.CO.CO
* total charge: 0



[6]
The following is a DFT calculation (ωB97M-V/def2-TZVPD) of a structure of composition C3H6S3Si.

Last column: natural (NBO) charge in e.
CARTESIAN COORDINATES (ANGSTROEM)
1 C 0.509 1.282 -0.449  -0.4983
2 C -0.189 -1.129 -0.803  -0.5165
3 C 0.982 -0.151 -0.308  -0.3911
4 Si -1.010 0.078 1.759  0.9682
5 S -0.667 1.935 0.851  -0.1804
6 S -1.611 -1.374 0.272  -0.1764
7 S 1.648 -0.403 1.353  -0.2030
8 H 1.363 2.012 -0.482  0.2487
9 H -0.143 1.296 -1.366  0.2219
10 H -0.652 -0.793 -1.695  0.2128
11 H 0.001 -2.140 -0.977  0.2293
12 H 1.633 -0.487 -1.006  0.2399
13 H -1.864 -0.126 2.851  -0.1552

Computed properties:
* ΔE to the lowest compared entry with this formula, charge and spin: 25.1 kcal/mol
* gap between HOMO and LUMO: 0.2995 Eh
* total charge: 0



What did we get for molar mass? Answer: 421.2 243.5 1093.3 104.1 390.6 166.4 g mol⁻¹, in the order shown.